# 1
The following is a quantum chemistry calculation of a cluster of 2 separate species, C5H10O2 in total, from the OMol25 dataset.

Each line ends with the Löwdin charge.
Geometry (Å):
H  1.4340  1.4712  -3.3183  0.0873
H  2.6348  -1.3742  1.3902  0.0701
H  1.5920  -0.5271  0.6947  -0.0146
O  2.5105  -0.4919  1.0055  -0.0337
C  -0.8375  -0.1614  -0.0622  0.0981
H  0.1826  1.6724  0.5066  0.1626
H  -0.3022  1.7660  -2.7708  0.0920
C  0.6921  1.3953  -2.5487  0.1311
H  -3.0443  -1.6537  1.6325  0.1208
H  -2.1984  0.5071  1.3430  0.1704
H  2.0464  0.6960  -1.1251  0.1349
O  -2.2093  -1.6023  1.1546  -0.0135
C  0.1520  0.8202  -0.1687  0.0100
H  -0.8162  -0.4681  2.0401  0.1659
C  0.9873  0.8791  -1.3494  -0.1245
C  -1.5458  -0.3750  1.2214  -0.2158
H  -0.8550  -0.9825  -0.7703  0.1589

Cartesian forces, eV/Å:
H 0.310 0.096 -0.125
H 0.236 0.274 -0.011
H 0.551 -0.218 0.229
O -0.609 -0.338 -0.058
C 0.892 -0.402 1.464
H 0.517 -0.503 0.634
H 0.031 -0.035 -0.054
C -0.859 -0.556 0.124
H 0.124 0.305 0.161
H 0.043 -0.036 0.479
H -0.030 0.203 0.007
O -0.181 -0.122 -0.379
C -1.171 0.787 -1.848
H 0.156 0.736 0.095
C 0.979 0.358 0.520
C -0.651 -0.720 -0.876
H -0.340 0.171 -0.363

Summary:
HOMO energy (spin up / spin down) in Eh: -0.5617 / -0.5500
Total charge: +1
Total energy in eV: -9430.852
ΔE to the lowest compared entry with this formula, charge and spin in kcal/mol: 51.88
E_LUMO (spin up / spin down) in eV: -5.0 / -8.9
Multiplicity: 2



# 2
The following is a quantum chemistry calculation of the ion C5H10O2 with charge +1, from the OMol25 dataset.

Each line ends with the Löwdin charge.
Geometry (Å):
C  -0.8762  -0.9980  -0.8972  -0.2622
H  -1.4681  -0.3008  -2.6426  0.1147
H  1.5609  1.9743  0.3532  0.1672
H  -0.9212  1.6421  0.1578  0.1398
O  2.7870  -0.7049  0.1886  0.3825
O  -1.2749  0.0493  -1.7591  -0.0505
H  -0.3993  1.1952  1.7704  0.1338
H  -1.5185  -1.8697  -0.9681  0.1279
C  -0.3439  0.9056  0.7185  -0.1792
H  -2.0202  -0.4164  0.8167  0.1350
C  1.9505  -0.0693  0.7289  -0.0585
H  1.7825  -0.3013  1.8009  0.2190
H  1.0370  0.8844  -0.9316  0.1396
H  -0.5025  -1.1976  1.1826  0.1200
C  1.0542  1.0173  0.1512  -0.0739
H  0.1236  -1.3432  -1.1891  0.1150
C  -0.9709  -0.4671  0.5189  -0.1700

Cartesian forces, eV/Å:
C -0.106 0.077 -0.218
H 0.056 0.146 0.331
H 0.030 -0.252 0.255
H -0.024 0.071 -0.081
O 0.124 0.021 -0.362
O -0.147 -0.034 -0.425
H 0.168 0.005 -0.043
H -0.214 -0.158 -0.134
C -0.237 0.070 0.248
H 0.084 0.012 -0.027
C 0.081 -0.047 0.448
H -0.024 -0.037 0.320
H 0.153 -0.079 -0.040
H 0.043 -0.130 0.208
C -0.228 0.432 -0.798
H 0.185 0.020 0.263
C 0.055 -0.118 0.056

Summary:
HOMO energy (spin up / spin down) in Eh: -0.5281 / -0.5279
Total charge: +1
Total energy in eV: -9431.887
ΔE to the lowest compared entry with this formula, charge and spin in kcal/mol: 28.00
E_LUMO (spin up / spin down) in eV: -5.7 / -9.6
Multiplicity: 2



# 3
The following is a quantum chemistry calculation of an isolated molecule of C5H10O2S, from the OMol25 dataset.

Each line ends with the Löwdin charge.
Geometry (Å):
H  -0.2186  -0.2231  -2.0556  0.0310
H  -0.0657  -1.7703  -1.1640  0.0917
H  1.9038  1.2617  0.1980  0.0834
H  0.7420  1.9608  -0.7262  0.0546
C  0.1791  0.0010  -0.0420  -0.6987
S  -1.7083  0.8088  -0.0318  0.9659
H  0.0836  -0.0166  1.9971  0.0608
H  0.4647  1.8270  0.9724  0.0442
C  0.8566  1.3771  0.1211  -0.1264
O  -4.2416  0.8844  -0.0900  0.0562
C  0.2820  -0.7485  -1.3345  -0.0904
C  0.2670  -0.7304  1.2239  -0.1394
H  -5.1043  0.5587  -0.1339  0.0938
H  1.3322  -1.1790  1.4842  0.1319
H  1.3797  -0.7026  -1.6906  0.1209
O  -3.3734  -1.2782  0.1451  0.0128
H  -0.4203  -1.6252  1.0885  0.1046
C  -3.3281  -0.0710  -0.0397  -0.7970

Cartesian forces, eV/Å:
H -1.554 0.892 -1.940
H 0.074 0.137 -0.512
H 1.335 -0.473 0.457
H -0.632 1.386 -1.629
C -1.625 1.747 -0.131
S -0.292 0.999 -0.281
H -0.706 -0.197 0.887
H -0.516 1.043 1.416
C -0.143 -2.384 -1.008
O 1.773 0.765 -0.204
C 3.447 -0.637 1.378
C 1.592 -3.285 0.266
H -2.387 -1.215 -0.007
H -1.784 0.903 -0.929
H -1.386 -0.579 0.663
O -1.421 1.950 -0.737
H 0.612 1.115 1.107
C 3.614 -2.168 1.203

Summary:
HOMO energy in Eh: -0.3321
Total energy in eV: -20276.168
ΔE to the lowest compared entry with this formula, charge and spin in kcal/mol: 35.14
E_LUMO in eV: 0.6
SMILES: CC(C)(C)SC(=O)O
Multiplicity: 1



# 4
The following is a quantum chemistry calculation of an isolated molecule of C5H10O2S, from the OMol25 dataset.

Each line ends with the Löwdin charge.
Geometry (Å):
H  0.9725  0.0850  -0.7464  0.1261
H  3.0748  0.1949  3.2330  0.0476
S  0.8032  1.0117  2.2668  0.7328
O  -1.3557  1.0947  -3.0560  0.1066
C  -0.3014  0.1010  1.2272  -0.5663
C  2.1090  -0.3068  2.9315  -0.3029
C  -1.1662  -0.3665  -1.2118  -0.1393
O  -0.4630  -0.8365  -3.5694  0.1132
H  2.2258  -0.8107  1.9519  0.0153
H  1.6499  -0.8978  3.7036  0.0100
H  -1.4281  0.1486  1.4445  0.0933
H  -2.1400  0.1150  -0.7927  0.1457
H  -1.2830  -1.4820  -1.0473  0.1360
H  -0.2715  1.3771  -0.5169  0.0901
H  -0.0864  -0.9592  1.3357  0.0507
C  -0.9250  -0.1165  -2.7411  -0.5476
H  -1.3366  1.3353  -3.9858  0.1276
C  -0.0784  0.3128  -0.4267  -0.2387

Cartesian forces, eV/Å:
H -0.970 0.058 0.476
H -1.383 -0.373 -0.337
S 1.167 0.216 1.378
O -0.870 1.762 0.883
C -0.693 -1.726 -2.863
C -0.650 1.540 -2.217
C -1.450 -0.795 -0.142
O 0.557 -1.093 0.060
H 0.418 -0.356 1.012
H 0.010 -0.212 0.176
H 1.695 0.561 -0.067
H 1.379 -0.822 -1.380
H 0.495 1.223 -0.200
H 0.461 0.281 -0.419
H 0.061 -0.263 0.370
C -1.014 -0.001 0.851
H 0.420 -0.540 -0.347
C 0.368 0.541 2.763

Summary:
HOMO energy in Eh: -0.3176
Total energy in eV: -20276.585
ΔE to the lowest compared entry with this formula, charge and spin in kcal/mol: 25.52
E_LUMO in eV: 0.7
SMILES: CSCCCC(=O)O
Multiplicity: 1



# 5
The following is a quantum chemistry calculation of a structure of composition C5H10O3, from the OMol25 dataset.

Each line ends with the Löwdin charge.
Geometry (Å):
H  2.3947  2.6118  1.4147  0.0686
C  1.0328  1.2947  0.5986  -0.3379
H  0.0980  -0.1253  -0.5203  0.1220
H  -1.7098  -1.7236  0.0790  0.0649
H  -1.6499  0.8402  -1.6580  0.1158
H  -2.7165  -0.3048  0.3462  0.0815
O  0.5923  -1.2788  1.2326  0.0758
C  2.2575  1.6251  0.9889  0.0420
H  3.0913  0.9506  0.9127  0.0589
O  -0.1108  1.7463  0.4603  0.0112
H  -2.9446  -1.2839  -1.1077  0.0733
H  -0.6837  0.8524  -0.3763  0.0837
C  1.1674  -0.6159  0.1847  -0.5079
H  1.1176  -2.0801  1.3993  0.1279
H  -0.6765  -0.5584  -1.9659  0.1109
O  2.1264  -1.0403  -0.4088  0.0881
C  -1.1881  -0.0245  -1.1622  -0.1639
C  -2.1982  -0.8855  -0.4177  -0.1148

Cartesian forces, eV/Å:
H -0.049 -0.040 -0.036
C -0.300 0.075 -0.136
H -0.243 0.262 -0.041
H -0.024 0.025 -0.026
H 0.015 -0.061 0.032
H 0.024 -0.018 -0.033
O 0.153 0.115 -0.186
C -0.057 -0.116 -0.008
H -0.052 -0.035 -0.016
O 0.299 -0.207 0.026
H 0.040 0.020 0.040
H 0.066 -0.088 0.015
C 0.340 -0.155 0.128
H -0.005 0.078 -0.062
H -0.014 0.004 0.028
O -0.330 0.100 0.233
C 0.113 0.017 0.080
C 0.025 0.025 -0.038

Summary:
HOMO energy in Eh: -0.3266
Total energy in eV: -11484.959
ΔE to the lowest compared entry with this formula, charge and spin in kcal/mol: 120.56
E_LUMO in eV: -0.3
Multiplicity: 1



# 6
The following is a quantum chemistry calculation of an isolated molecule of C5H10O4, from the OMol25 dataset.

Each line ends with the Löwdin charge.
Geometry (Å):
O  -1.1444  -2.0213  -0.8927  0.0866
C  0.0702  -0.8222  0.8467  -0.0230
H  2.0171  1.6838  -0.4243  0.1271
O  -2.3351  -1.4872  0.9176  0.0873
H  -0.9031  0.6082  -1.4752  0.0885
C  -0.7464  1.2092  -0.5745  -0.0125
H  2.4972  0.2012  0.3668  0.1244
C  -1.2645  -1.4661  0.3357  -0.4899
H  -1.7160  1.3667  -0.0905  0.0945
H  0.8616  -1.5217  0.5583  0.1211
O  1.7700  0.0044  -1.5577  -0.0532
O  0.3382  1.4422  1.5506  -0.0207
H  -0.5691  1.5962  1.8682  0.1098
C  0.2752  0.6118  0.3912  -0.5179
H  -0.4115  2.1885  -0.9345  0.0974
H  0.0245  -0.8983  1.9388  0.1361
H  -2.0315  -2.3974  -1.0826  0.1389
H  1.5348  -0.9328  -1.4544  0.0868
C  1.7327  0.6348  -0.2875  -0.1816

Cartesian forces, eV/Å:
O -0.304 -0.139 0.182
C -2.028 -2.024 -0.062
H -0.152 -0.163 -0.193
O 1.363 0.207 -0.407
H 0.059 -0.097 0.240
C -0.078 -0.047 -0.441
H -0.325 -0.087 0.264
C -0.344 0.338 0.722
H 0.067 -0.197 0.055
H 0.048 0.296 -0.238
O -0.367 -0.168 0.305
O -0.009 0.183 -0.004
H 0.470 -0.112 -0.205
C 1.649 0.538 -0.629
H 0.135 -0.153 0.270
H -0.034 0.342 -0.238
H 0.522 0.223 -0.021
H 0.100 0.380 -0.043
C -0.772 0.682 0.442

Summary:
HOMO energy in Eh: -0.3774
Total energy in eV: -13537.100
ΔE to the lowest compared entry with this formula, charge and spin in kcal/mol: 18.27
E_LUMO in eV: 0.6
SMILES: C[C@](O)(CO)CC(=O)O
Multiplicity: 1



# 7
The following is a quantum chemistry calculation of the ion C5H10OPS with charge -1, from the OMol25 dataset.

Each line ends with the Löwdin charge.
Geometry (Å):
H  -0.0046  -2.6078  0.8581  0.0981
H  -2.7334  1.3402  -0.2125  0.0754
H  -1.5990  2.6863  0.0815  0.0448
C  0.8483  -2.0033  0.2960  -0.2617
C  -1.6979  1.7864  -0.5198  -0.1889
S  2.0628  1.7848  3.0592  0.3907
H  -0.5227  0.0285  -0.9726  0.0043
H  -1.9473  1.8533  -1.5794  0.0383
H  2.1290  -0.3401  0.2378  0.0747
C  -0.4253  0.8754  -0.3849  -0.4624
C  1.3769  -0.7643  0.9052  -0.5303
P  -0.0513  0.3698  1.3975  0.9066
O  0.8318  3.0305  1.1718  -0.1456
H  0.4591  1.4924  -0.7279  0.0848
H  1.6508  -2.7663  0.1030  0.0653
H  0.4464  -1.7365  -0.6667  0.0245
H  1.9656  -1.0428  1.8375  0.0637
C  1.0394  2.0567  1.8166  -1.2824

Cartesian forces, eV/Å:
H 1.668 1.561 -0.786
H 1.961 0.067 0.271
H 0.145 0.320 -0.606
C -1.064 -3.000 -0.068
C -1.475 -1.990 0.314
S 1.540 -0.364 1.872
H -0.229 -1.660 -1.273
H 0.504 1.108 -0.194
H -0.219 0.433 -0.080
C -0.207 2.755 1.623
C 0.724 0.004 2.563
P 1.269 1.117 -0.926
O -0.656 2.126 -1.719
H -0.931 -0.672 0.255
H -0.528 0.602 0.139
H -0.369 -0.293 -0.560
H -0.804 0.614 -0.850
C -1.328 -2.728 0.024

Summary:
HOMO energy in Eh: -0.1196
Total charge: -1
Total energy in eV: -27519.408
ΔE to the lowest compared entry with this formula, charge and spin in kcal/mol: 0.00
E_LUMO in eV: 3.8
SMILES: CCP(CC)C([O-])=S
Multiplicity: 1



# 8
The following is a quantum chemistry calculation of an isolated molecule of C5H10OS, from the OMol25 dataset.

Each line ends with the Löwdin charge.
Geometry (Å):
O  -1.6452  -1.3568  -2.4739  0.0501
H  -0.2662  1.6092  -0.1726  0.1075
C  -0.8129  -0.2449  0.8488  -0.5179
H  -1.7229  0.8362  -0.7393  0.1182
H  1.1117  -0.1385  -1.2630  0.0906
H  2.0242  1.0623  1.0506  0.0253
C  0.0703  -0.0228  -1.5493  -0.1859
H  -0.1031  -2.3001  -1.6505  0.1259
S  0.7399  -0.9289  1.4747  0.7898
H  2.3016  0.3962  2.6823  0.0239
H  0.8195  1.3285  2.3059  0.0351
H  -1.2854  0.3190  1.6515  0.0729
C  -0.5783  -1.3351  -1.9141  -0.2757
H  -0.0283  0.5935  -2.4453  0.1223
C  1.5622  0.6341  1.9312  -0.3911
H  -1.4898  -1.0781  0.6650  0.0738
C  -0.6975  0.6261  -0.4020  -0.2647

Cartesian forces, eV/Å:
O -0.108 -0.060 -0.065
H 0.084 -0.255 0.053
C -0.017 0.216 0.001
H 0.191 -0.059 0.013
H 0.146 -0.130 -0.147
H 0.247 0.164 -0.043
C -0.109 -0.095 -0.041
H 0.223 0.193 0.091
S -0.043 0.143 0.191
H 0.155 0.104 0.143
H -0.041 0.083 0.277
H 0.029 0.130 0.084
C -0.187 -0.141 -0.065
H 0.196 0.122 0.093
C -0.388 -0.526 -0.525
H 0.153 -0.226 -0.091
C -0.530 0.337 0.031

Summary:
HOMO energy in Eh: -0.3225
Total energy in eV: -18229.458
ΔE to the lowest compared entry with this formula, charge and spin in kcal/mol: 10.17
E_LUMO in eV: 0.8
SMILES: CSCCCC=O
Multiplicity: 1